Model a:
{
  "formula": "C7H11N2",
  "method": "ωB97M-V with the def2-TZVPD basis set",
  "e_lumo_ha": [-0.16512, -0.16514],
  "charge": 1,
  "orbital_gap_ev": [8.25, 8.25],
  "elements": ["C", "C", "C", "C", "C", "C", "C", "N", "N", "H", "H", "H", "H", "H", "H", "H", "H", "H", "H", "H"],
  "positions_angstrom": [[1.47, 0.81, 1.87], [1.79, 1.55, 0.80], [-0.07, -0.06, 0.49], [1.11, 1.58, -1.52], [-0.99, -0.69, -0.18], [-1.66, -0.29, -1.46], [-1.11, -2.13, 0.31], [0.52, -0.12, 1.74], [0.97, 1.40, -0.27], [2.04, 0.91, 2.88], [2.54, 2.23, 0.88], [0.21, 1.55, -2.04], [2.06, 1.86, -2.06], [-1.36, -1.00, -2.11], [-2.78, -0.32, -1.43], [-1.27, 0.73, -1.64], [-0.94, -2.85, -0.62], [-0.41, -2.51, 1.11], [-2.22, -2.27, 0.60], [0.11, -0.39, 2.64]]
}

---

Model b:
{
  "formula": "C7H11N2",
  "method": "ωB97M-V with the def2-TZVPD basis set",
  "e_lumo_ha": -0.10699,
  "charge": 1,
  "orbital_gap_ev": 10.71,
  "smiles": "Cn1cc[n+]2c1CCC2",
  "elements": ["C", "C", "C", "C", "C", "C", "C", "N", "N", "H", "H", "H", "H", "H", "H", "H", "H", "H", "H", "H"],
  "positions_angstrom": [[1.46, -1.35, -0.93], [1.20, -0.29, -1.78], [0.11, -0.07, 0.15], [-1.04, 0.66, 0.84], [-1.54, 1.31, -0.45], [-0.22, 1.78, -1.15], [1.01, -2.01, 1.38], [0.79, -1.21, 0.22], [0.44, 0.53, -1.04], [1.94, -2.29, -1.11], [1.61, -0.09, -2.72], [-1.86, 0.03, 1.20], [-0.60, 1.26, 1.62], [-1.88, 0.38, -0.99], [-2.38, 1.95, -0.35], [-0.43, 2.11, -2.12], [0.10, 2.51, -0.40], [0.21, -1.70, 2.07], [0.66, -3.05, 1.04], [2.11, -1.88, 1.54]]
}

---

Model c:
{
  "formula": "C7H11N2",
  "method": "ωB97M-V with the def2-TZVPD basis set",
  "e_lumo_ha": [-0.19067, -0.22572],
  "charge": 1,
  "orbital_gap_ev": [7.81, 6.88],
  "elements": ["C", "C", "C", "C", "C", "C", "C", "N", "N", "H", "H", "H", "H", "H", "H", "H", "H", "H", "H", "H"],
  "positions_angstrom": [[0.34, 2.06, 0.28], [-0.92, 1.52, 0.42], [-0.54, -0.79, 0.22], [0.57, -1.60, -0.12], [1.72, -0.74, -0.56], [2.14, 0.39, 0.33], [-2.76, 0.01, -0.09], [1.52, 1.64, 0.05], [-1.32, 0.22, 0.15], [0.34, 3.14, 0.29], [-1.79, 2.14, 0.36], [0.84, -2.27, 0.78], [0.39, -2.26, -0.99], [2.62, -1.33, -0.74], [1.42, -0.36, -1.61], [2.12, 0.35, 1.31], [3.25, 0.61, 0.09], [-3.00, -0.35, -1.12], [-3.18, -0.67, 0.59], [-3.40, 0.95, 0.21]]
}

---

How do the energies compare? Relative to the most stable structure, in eV: model a 3.248; model b 0.000; model c 5.809.

---

Model a:
{
  "formula": "C5H6N",
  "method": "ωB97M-V with the def2-TZVPD basis set",
  "multiplicity": 3,
  "s2": 2.02,
  "e_lumo_ha": [-0.14879, -0.21552],
  "charge": 1,
  "orbital_gap_ev": [8.00, 7.73],
  "elements": ["C", "C", "C", "C", "C", "N", "H", "H", "H", "H", "H", "H"],
  "positions_angstrom": [[1.68, 0.63, 0.01], [1.92, -0.80, -0.12], [0.23, 1.03, -0.06], [0.61, -1.01, 0.13], [-0.51, -0.13, -0.10], [-1.90, -0.49, -0.06], [2.23, 1.39, 0.46], [2.86, -1.28, -0.17], [0.05, 2.10, 0.02], [-2.33, -0.45, 0.91], [-2.27, -1.22, -0.68], [-2.56, 0.22, -0.33]]
}

---

Model b:
{
  "formula": "C5H6N",
  "method": "ωB97M-V with the def2-TZVPD basis set",
  "multiplicity": 3,
  "s2": 2.02,
  "e_lumo_ha": [-0.18658, -0.30498],
  "charge": 1,
  "orbital_gap_ev": [8.48, 7.27],
  "elements": ["C", "C", "C", "C", "C", "N", "H", "H", "H", "H", "H", "H"],
  "positions_angstrom": [[1.18, 0.66, 0.14], [-0.05, 0.82, -0.09], [-1.19, 1.75, 0.07], [2.50, 0.14, -0.04], [-2.23, -0.71, 0.01], [-1.38, 0.40, -0.07], [3.23, 0.76, 0.39], [2.89, 0.05, -1.04], [2.43, -0.82, 0.37], [-2.63, -0.77, -0.92], [-3.02, -0.72, 0.84], [-1.73, -1.56, 0.34]]
}

---

How do the energies compare? Relative to the most stable structure, in eV: model a 0.000; model b 2.138.

---

Model a:
{
  "formula": "CH4BrNO",
  "method": "ωB97M-V with the def2-TZVPD basis set",
  "e_lumo_ha": 0.01044,
  "orbital_gap_ev": 9.72,
  "smiles": "CONBr",
  "elements": ["C", "N", "O", "Br", "H", "H", "H", "H"],
  "positions_angstrom": [[0.61, -0.86, -0.16], [-0.43, 1.01, 0.60], [-0.56, -0.37, 0.53], [-0.80, 1.92, -1.04], [1.17, 0.09, -0.61], [0.30, -1.35, -1.11], [1.14, -1.53, 0.54], [-1.42, 1.10, 1.25]]
}

---

Model b:
{
  "formula": "CH4BrNO",
  "method": "ωB97M-V with the def2-TZVPD basis set",
  "e_lumo_ha": -0.00019,
  "orbital_gap_ev": 9.82,
  "smiles": "CONBr",
  "elements": ["C", "N", "O", "Br", "H", "H", "H", "H"],
  "positions_angstrom": [[-0.34, 0.43, 0.99], [0.76, -0.63, -1.03], [-0.06, 0.70, -0.34], [-0.45, -1.92, -1.68], [-0.34, 1.45, 1.32], [0.52, -0.02, 1.34], [-1.30, 0.01, 1.24], [1.21, -0.02, -1.84]]
}

---

How do the energies compare? Relative to the most stable structure, in eV: model a 0.000; model b 0.423.

---

Model a:
{
  "formula": "C2H4N2O2S",
  "method": "ωB97M-V with the def2-TZVPD basis set",
  "e_lumo_ha": -0.00531,
  "orbital_gap_ev": 9.12,
  "smiles": "O=C(/C=N\\S)NO",
  "elements": ["C", "C", "H", "H", "H", "H", "N", "N", "O", "O", "S"],
  "positions_angstrom": [[0.86, 0.04, 0.12], [-0.49, 0.61, 0.34], [1.85, 2.12, 1.94], [2.81, 0.50, 0.29], [-0.52, 1.58, 0.88], [-0.68, -1.77, -1.05], [1.91, 0.70, 0.71], [-1.62, 0.14, -0.01], [1.79, 2.05, 0.97], [1.09, -1.01, -0.48], [-1.92, -1.28, -0.85]]
}

---

Model b:
{
  "formula": "C2H4N2O2S",
  "method": "ωB97M-V with the def2-TZVPD basis set",
  "e_lumo_ha": [-0.04230, -0.04229],
  "orbital_gap_ev": [8.33, 8.33],
  "elements": ["C", "C", "N", "N", "O", "O", "S", "H", "H", "H", "H"],
  "positions_angstrom": [[-0.73, 1.10, -0.11], [-1.11, -0.21, -0.61], [-0.63, 0.79, -1.41], [1.09, 0.87, 0.62], [-0.20, -2.16, 1.06], [1.25, -1.73, -0.98], [0.32, -1.26, 0.03], [-1.18, 1.82, 0.62], [-2.06, -0.83, -0.72], [1.91, 0.80, -0.03], [1.33, 0.80, 1.54]]
}

---

How do the energies compare? Relative to the most stable structure, in eV: model a 0.000; model b 3.239.